Run w
Computed, not measured: an isolated molecule of C6H10N2O2, with ωB97M-V with the def2-TZVPD basis set.

```
20
C6H10N2O2 | the Open Molecules 2025 dataset | ωB97M-V with the def2-TZVPD basis set
O 1.999 -1.172 0.216
O 0.531 1.745 -1.210
N 1.582 -2.319 -0.514
N 1.028 -0.060 0.005
C 1.290 0.765 -1.067
C -2.368 0.201 1.911
C -2.996 1.045 0.868
C 2.581 0.496 -1.817
C -0.967 0.123 1.552
C -0.096 0.014 0.697
H 2.299 -2.448 -1.259
H 2.650 1.221 -2.539
H -3.062 0.558 -0.058
H -2.469 0.567 2.948
H -4.134 1.375 1.024
H 1.406 -3.093 0.216
H 2.373 -0.550 -2.185
H -2.898 -0.714 1.952
H -2.348 1.894 0.572
H 3.598 0.352 -1.313
```

Output
Highest occupied orbital energy = -8.76 eV
SMILES = CCC#CN(ON)C(C)=O
Orbital gap = 9.5 eV
Total charge = 0

Atomic partial charges in e from the natural (NBO) method, atoms 1 to 5: number 1, O, carries -0.24; number 2, O, carries -0.58; number 3, N, carries -0.55; number 4, N, carries -0.21; number 5, C, carries 0.67

Run x
Computed, not measured: an isolated molecule of C6H10N2O2, with ωB97M-V with the def2-TZVPD basis set.

```
20
C6H10N2O2 | the Open Molecules 2025 dataset | ωB97M-V with the def2-TZVPD basis set
O 0.213 2.043 -0.987
O -0.112 0.462 -2.510
N 1.568 -0.190 0.644
N 0.328 0.067 1.379
C -0.470 -1.637 -0.145
C 0.340 -0.319 0.020
C 0.021 0.828 -1.386
C 0.153 3.232 -1.903
C -0.417 -2.154 1.258
C -0.377 -0.927 2.127
H 0.511 -2.750 1.278
H -0.829 3.239 -2.328
H 1.964 -1.101 0.941
H 0.205 -1.134 3.061
H -1.556 -1.197 -0.361
H 0.360 4.098 -1.305
H -1.408 -0.504 2.346
H 0.843 3.020 -2.677
H -1.260 -2.780 1.524
H -0.077 -2.295 -0.974
```

Output
Highest occupied orbital energy = -8.98 eV
SMILES = COC(=O)[C@]12CCCN1N2
Orbital gap = 9.9 eV
Total charge = 0

Atomic partial charges in e from the natural (NBO) method, atoms 1 to 5: number 1, O, carries -0.51; number 2, O, carries -0.61; number 3, N, carries -0.44; number 4, N, carries -0.30; number 5, C, carries -0.44

Result of the stability comparison: run w is the least stable of them.

Run w
Computed, not measured: a cluster of 2 separate species, C6H10N2O2 in total, with ωB97M-V with the def2-TZVPD basis set.

```
20
C6H10N2O2 | the Open Molecules 2025 dataset | ωB97M-V with the def2-TZVPD basis set
O 0.660 -0.527 1.756
O 4.211 1.186 0.708
N -1.350 0.285 2.367
N -2.414 -0.480 -3.084
C 0.117 1.001 -1.063
C -1.167 -0.879 0.255
C -0.277 -1.612 -0.694
C -0.764 -0.233 -1.074
C -1.762 -0.223 -2.139
C -0.548 -0.401 1.539
H -2.319 0.458 2.139
H -0.684 -2.493 -1.188
H 4.187 1.243 -0.359
H 0.858 0.916 -0.261
H -0.475 1.908 -0.883
H -2.222 -1.149 0.316
H 0.790 -1.665 -0.478
H 0.629 1.141 -2.023
H 3.451 0.688 1.063
H -0.920 0.838 3.102
```

Output
Highest occupied orbital energy = -10.52 eV
SMILES = C[C@@]1(C#N)C[C@H]1C(N)=O.O
Orbital gap = 11.0 eV
Total charge = 0

Atomic partial charges in e from the natural (NBO) method, atoms 1 to 5: number 1, O, carries -0.63; number 2, O, carries -0.96; number 3, N, carries -0.80; number 4, N, carries -0.31; number 5, C, carries -0.60

Run x
Computed, not measured: a structure of composition C6H10N2O2, with ωB97M-V with the def2-TZVPD basis set.

```
20
C6H10N2O2 | the Open Molecules 2025 dataset | ωB97M-V with the def2-TZVPD basis set
O 1.283 0.607 3.158
O 0.593 1.770 0.704
N -2.420 -1.732 1.926
N -1.076 1.606 2.391
C -1.584 -2.787 2.519
C -2.250 0.828 2.001
C -1.728 -0.574 1.913
C -0.151 -2.191 2.537
C -0.398 -0.749 2.172
C 0.319 0.490 2.400
H -1.657 -3.716 1.942
H -3.059 0.887 2.744
H -2.628 1.153 1.022
H 0.489 -2.670 1.779
H -1.152 2.112 3.266
H -1.932 -2.990 3.545
H -0.165 1.384 0.212
H 0.333 -2.343 3.510
H -3.426 -1.754 2.017
H -0.412 2.316 1.292
```

Output
Highest occupied orbital energy = -8.15 eV
Orbital gap = 8.6 eV
Total charge = 0

Atomic partial charges in e from the natural (NBO) method, atoms 1 to 5: number 1, O, carries -0.58; number 2, O, carries -0.94; number 3, N, carries -0.59; number 4, N, carries -0.75; number 5, C, carries -0.20

Result of the stability comparison: run x is the least stable of them.

Run w
Computed, not measured: an isolated molecule of C5H7NO, with ωB97M-V with the def2-TZVPD basis set.

```
14
C5H7NO | the Open Molecules 2025 dataset | ωB97M-V with the def2-TZVPD basis set
O -0.871 -1.301 -1.766
N 0.227 -0.636 0.298
C -1.009 -0.827 1.101
C 0.174 0.911 -1.499
C 0.944 1.399 -0.392
C -0.264 -0.375 -1.279
C 1.031 0.531 0.637
H 0.765 -1.503 0.270
H -1.803 -1.111 0.410
H 1.415 2.377 -0.384
H -1.246 0.116 1.594
H -0.876 -1.612 1.842
H -0.028 1.439 -2.420
H 1.540 0.591 1.589
```

Output
Highest occupied orbital energy = -7.38 eV
SMILES = C[N@@H+]1C=CC=C1[O-]
Orbital gap = 8.2 eV
Total charge = 0

Atomic partial charges in e from the natural (NBO) method, atoms 1 to 5: number 1, O, carries -0.63; number 2, N, carries -0.47; number 3, C, carries -0.42; number 4, C, carries -0.55; number 5, C, carries -0.14

Run x
Computed, not measured: a cluster of 2 separate species, C5H7NO in total, with ωB97M-V with the def2-TZVPD basis set.

```
14
C5H7NO | the Open Molecules 2025 dataset | ωB97M-V with the def2-TZVPD basis set
O 1.572 -1.500 -0.216
N -0.891 0.436 -2.299
C -0.921 -0.761 1.132
C 0.833 0.748 0.098
C 1.782 -0.312 -0.327
C -0.287 0.553 0.829
C -1.962 0.603 -1.797
H -1.721 -0.720 1.878
H 2.757 0.039 -0.732
H -1.339 -1.201 0.225
H -0.163 0.376 -1.530
H 1.242 1.747 0.039
H -0.775 1.426 1.260
H -0.126 -1.434 1.440
```

Output
Highest occupied orbital energy = -10.28 eV
Orbital gap = 9.7 eV
Total charge = 0

Atomic partial charges in e from the natural (NBO) method, atoms 1 to 5: number 1, O, carries -0.52; number 2, N, carries -0.78; number 3, C, carries -0.69; number 4, C, carries -0.44; number 5, C, carries 0.38

Run y
Computed, not measured: an isolated molecule of C5H7NO, with ωB97M-V with the def2-TZVPD basis set.

```
14
C5H7NO | the Open Molecules 2025 dataset | ωB97M-V with the def2-TZVPD basis set
O -0.637 1.266 1.308
N -2.763 0.940 0.536
C 0.615 0.766 1.010
C 0.655 -0.124 0.021
C -1.531 0.694 0.437
C -0.781 -0.307 -0.422
C 1.884 -0.737 -0.588
H 2.012 -0.445 -1.640
H 1.862 -1.832 -0.561
H -0.935 -0.186 -1.501
H 2.789 -0.411 -0.062
H -1.247 -1.253 -0.121
H 1.408 1.171 1.626
H -3.270 0.382 -0.152
```

Output
Highest occupied orbital energy = -8.76 eV
SMILES = [H]/N=C1\CC(C)=CO1
Orbital gap = 9.5 eV
Total charge = 0

Atomic partial charges in e from the natural (NBO) method, atoms 1 to 5: number 1, O, carries -0.47; number 2, N, carries -0.66; number 3, C, carries 0.12; number 4, C, carries -0.08; number 5, C, carries 0.57

Run z
Computed, not measured: an isolated molecule of C5H7NO, with ωB97M-V with the def2-TZVPD basis set.

```
14
C5H7NO | the Open Molecules 2025 dataset | ωB97M-V with the def2-TZVPD basis set
O -0.404 2.388 0.086
N -0.856 -2.931 0.684
C -0.571 1.668 -0.872
C -0.561 -1.813 0.642
C -0.715 0.162 -0.786
C 1.346 -0.253 0.668
C -0.179 -0.397 0.544
H -0.180 -0.292 -1.633
H 1.849 -0.760 -0.162
H -1.778 -0.105 -0.914
H -0.647 0.134 1.382
H -0.634 2.098 -1.894
H 1.622 0.804 0.664
H 1.706 -0.697 1.601
```

Output
Highest occupied orbital energy = -10.49 eV
SMILES = C[C@H](C#N)CC=O
Orbital gap = 11.2 eV
Total charge = 0

Atomic partial charges in e from the natural (NBO) method, atoms 1 to 5: number 1, O, carries -0.52; number 2, N, carries -0.32; number 3, C, carries 0.44; number 4, C, carries 0.29; number 5, C, carries -0.50

Result of the stability comparison: run x is the least stable of them.

Run w
Computed, not measured: a structure of composition C5H7NO, with ωB97M-V with the def2-TZVPD basis set.

```
14
C5H7NO | the Open Molecules 2025 dataset | ωB97M-V with the def2-TZVPD basis set
O 2.662 -0.118 -0.644
N -1.352 -0.456 0.573
C 0.051 -0.915 0.957
C 0.345 0.123 -0.133
C 1.661 0.558 -0.701
C -0.757 0.944 0.558
C -0.845 -0.543 -0.858
H -0.548 1.340 1.556
H -1.331 1.655 -0.045
H 0.328 -0.665 1.985
H -0.710 -1.568 -1.217
H -1.420 0.061 -1.567
H 1.670 1.552 -1.200
H 0.245 -1.968 0.735
```

Output
Highest occupied orbital energy = -9.18 eV
Orbital gap = 9.9 eV
Total charge = 0

Atomic partial charges in e from the natural (NBO) method, atoms 1 to 5: number 1, O, carries -0.50; number 2, N, carries -0.35; number 3, C, carries -0.22; number 4, C, carries -0.20; number 5, C, carries 0.44

Run x
Computed, not measured: an isolated molecule of C5H7NO, with ωB97M-V with the def2-TZVPD basis set.

```
14
C5H7NO | the Open Molecules 2025 dataset | ωB97M-V with the def2-TZVPD basis set
O 0.751 -0.159 2.450
N 1.650 -1.773 -1.791
C 0.348 0.073 -0.472
C -0.397 0.988 -1.454
C -0.463 -0.334 1.873
C 1.034 -0.998 -1.196
C -0.642 -0.372 0.563
H -1.315 -0.361 2.552
H -1.218 0.438 -1.928
H 1.348 -0.869 2.208
H -1.670 -0.441 0.256
H 0.257 1.377 -2.238
H 1.137 0.616 0.058
H -0.821 1.815 -0.878
```

Output
Highest occupied orbital energy = -9.89 eV
SMILES = C[C@H](C#N)/C=C\O
Orbital gap = 10.5 eV
Total charge = 0

Atomic partial charges in e from the natural (NBO) method, atoms 1 to 5: number 1, O, carries -0.71; number 2, N, carries -0.33; number 3, C, carries -0.37; number 4, C, carries -0.58; number 5, C, carries 0.16

Result of the stability comparison: run w is the least stable of them.

Run w
Computed, not measured: a cluster of 2 separate species, C2H4N3O in total, with ωB97M-V with the def2-TZVPD basis set.

```
10
C2H4N3O | the Open Molecules 2025 dataset | ωB97M-V with the def2-TZVPD basis set
O 1.429 0.187 0.100
N 1.213 0.687 2.354
N -1.504 0.281 0.130
N -0.214 -0.509 -1.746
C -0.976 -0.245 -0.758
C 1.419 0.524 1.238
H -2.325 0.274 0.786
H -0.112 0.230 -2.403
H 1.543 1.055 3.154
H 0.468 -1.385 -1.935
```

Output
Highest occupied orbital energy = -15.05 eV
Orbital gap = 10.5 eV
Total charge = +1

Atomic partial charges in e from the natural (NBO) method, atoms 1 to 5: number 1, O, carries -0.61; number 2, N, carries -0.68; number 3, N, carries -0.49; number 4, N, carries -0.78; number 5, C, carries 0.79

Run x
Computed, not measured: the ion C2H4N3O with charge +1, with ωB97M-V with the def2-TZVPD basis set.

```
10
C2H4N3O | the Open Molecules 2025 dataset | ωB97M-V with the def2-TZVPD basis set
O -2.341 -0.033 -0.062
N 0.932 0.685 0.014
N -0.399 1.055 -0.011
N -1.164 -0.105 -0.117
C -0.285 -1.115 -0.083
C 0.982 -0.621 0.141
H -0.776 -2.137 -0.200
H -0.583 2.003 0.272
H 1.681 1.336 -0.252
H 1.954 -1.068 0.297
```

Output
Highest occupied orbital energy (alpha / beta) = -15.04 / -15.04 eV
SMILES = O=[n+]1cc[nH][nH]1
Orbital gap (alpha / beta) = 9.6 / 9.6 eV
Total charge = +1

Atomic partial charges in e from the natural (NBO) method, atoms 1 to 5: number 1, O, carries -0.28; number 2, N, carries -0.30; number 3, N, carries -0.23; number 4, N, carries 0.36; number 5, C, carries -0.15

Run y
Computed, not measured: a cluster of 2 separate species, C2H4N3O in total, with ωB97M-V with the def2-TZVPD basis set.

```
10
C2H4N3O | the Open Molecules 2025 dataset | ωB97M-V with the def2-TZVPD basis set
O 2.259 0.524 -1.593
N 0.872 0.420 0.113
N 1.576 0.371 -0.726
N -1.147 -0.441 -0.623
C -1.614 -1.194 -1.286
C 0.194 0.558 1.300
H 0.789 0.784 2.142
H -0.753 1.306 1.076
H -0.282 -0.415 1.643
H -1.893 -1.912 -2.047
```

Output
Highest occupied orbital energy = -17.21 eV
Orbital gap = 12.7 eV
Total charge = +1

Atomic partial charges in e from the natural (NBO) method, atoms 1 to 5: number 1, O, carries -0.13; number 2, N, carries 0.10; number 3, N, carries 0.63; number 4, N, carries -0.45; number 5, C, carries 0.20

Result of the stability comparison: run y is the least stable of them.